Formula: C30H41F3O10S3
Source: the OMol25 dataset
Level of theory: ωB97M-V/def2-TZVPD

The geometry in XYZ format:
```
87
Properties=species:S:1:pos:R:3:forces:R:3
C -3.420 -4.400 -1.426 1.078 1.010 -0.302
C -2.810 -3.014 -2.133 1.374 1.571 -1.998
C -1.989 -3.267 -3.555 -0.306 4.983 1.535
C -1.373 -1.946 -4.305 -1.800 0.576 3.701
C -1.539 -0.460 -3.630 -1.168 -2.289 1.423
C -2.331 -0.155 -2.191 0.347 -4.570 -1.217
C -2.452 1.333 -1.498 0.115 -0.135 -1.409
C -0.969 2.030 -1.175 -1.578 0.537 0.265
O -1.308 3.355 -0.556 1.666 -2.211 0.416
C -0.041 1.152 -0.151 -1.097 1.062 2.374
O 0.529 -0.080 -0.717 3.244 -0.380 2.925
C 1.553 -0.678 0.152 -0.855 -1.915 -0.340
F 2.951 -0.474 -0.314 -4.668 -0.431 1.813
F 1.324 -2.170 0.090 1.017 5.047 0.296
F 1.438 -0.315 1.586 0.688 -0.981 -4.725
O -0.368 2.314 -2.485 3.338 0.243 2.111
C 1.069 2.610 -2.398 3.985 -2.858 -4.198
O 1.887 1.932 -3.246 -5.399 4.320 5.475
C 1.790 3.715 -1.426 1.774 2.065 2.685
C 1.317 5.272 -1.194 3.565 -1.795 1.983
C 2.255 6.209 -0.190 1.145 -2.665 -0.296
C 3.621 5.683 0.571 -2.264 -3.085 -2.475
C 4.071 4.120 0.371 -3.770 1.510 -2.352
C 3.155 3.186 -0.616 -0.617 2.775 0.394
C -2.983 -1.501 -1.444 2.081 -0.646 -3.243
H -3.219 -5.331 -2.146 -0.485 2.208 1.603
H -2.779 -4.539 -0.435 -1.691 0.112 -2.001
H -4.567 -4.282 -1.215 2.344 -0.263 -0.274
H -1.818 -4.311 -4.055 -0.567 2.156 1.308
H -0.759 -2.033 -5.320 -1.529 0.202 2.488
H -1.047 0.449 -4.204 -1.153 -2.081 1.409
H -2.989 2.031 -2.304 1.369 -1.363 1.771
H -3.166 1.321 -0.567 1.857 -0.151 -1.769
H -0.574 3.639 0.069 -1.016 -0.550 -1.194
H 0.770 1.848 0.383 -1.504 -1.511 -1.557
H -0.759 0.804 0.738 1.344 0.891 -2.034
H 0.365 5.697 -1.741 2.214 -0.924 1.320
H 1.963 7.348 0.012 0.583 -2.877 -0.673
H 4.282 6.391 1.251 -1.740 -1.550 -1.648
H 5.032 3.635 0.861 -2.302 1.238 -1.217
H 3.503 2.061 -0.768 -0.963 2.771 0.311
H -3.564 -1.435 -0.404 1.476 -0.106 -2.716
O -5.057 0.367 -0.181 -0.274 -0.269 0.285
S -5.984 -0.150 0.805 -0.174 -0.439 0.371
O -5.989 -1.541 1.210 0.354 0.478 -0.476
C -5.885 0.872 2.262 0.091 0.339 0.441
C -6.898 1.980 2.013 -0.017 0.293 -0.031
C -8.127 1.292 1.422 -0.312 0.100 0.193
C -7.639 0.333 0.337 -0.634 0.097 -0.314
H -4.866 1.242 2.391 -0.049 -0.199 -0.092
H -6.175 0.259 3.121 0.085 -0.003 -0.168
H -7.138 2.519 2.934 0.068 -0.071 -0.141
H -6.496 2.702 1.293 -0.009 -0.077 0.122
H -8.643 0.727 2.208 0.083 0.081 -0.112
H -8.841 2.016 1.017 0.101 -0.149 0.057
H -8.272 -0.556 0.272 0.290 0.055 -0.094
H -7.586 0.825 -0.638 0.126 -0.142 0.124
O 6.541 2.684 -3.252 -0.009 -0.108 0.618
S 6.299 1.726 -2.194 -0.277 0.108 -0.223
O 6.066 2.129 -0.821 0.249 0.192 -0.294
C 4.980 0.642 -2.705 -0.379 -0.231 -0.231
C 5.686 -0.483 -3.447 0.032 -0.113 -0.205
C 6.919 -0.823 -2.611 0.028 -0.378 0.047
C 7.593 0.495 -2.234 0.639 -0.389 0.092
H 4.268 1.187 -3.327 0.062 0.117 0.219
H 4.485 0.269 -1.803 0.119 0.095 -0.169
H 5.032 -1.351 -3.577 0.068 0.161 0.007
H 5.996 -0.140 -4.442 -0.097 -0.025 0.115
H 6.609 -1.352 -1.702 0.029 0.078 -0.126
H 7.608 -1.478 -3.153 -0.079 0.105 0.120
H 8.069 0.436 -1.251 -0.073 0.220 -0.169
H 8.327 0.799 -2.985 -0.172 0.098 0.125
O -1.195 -2.857 5.759 0.001 -0.439 -0.144
S -0.536 -3.954 5.081 -0.396 -0.276 -0.216
O -1.215 -5.198 4.779 -0.007 0.591 0.317
C 0.208 -3.329 3.587 0.211 0.240 -0.468
C 1.594 -2.875 4.019 0.177 0.225 -0.017
C 2.116 -3.967 4.951 0.337 -0.105 -0.092
C 0.995 -4.310 5.930 0.542 -0.214 0.454
H -0.401 -2.521 3.176 -0.079 -0.182 0.114
H 0.269 -4.156 2.873 -0.086 0.089 0.124
H 2.254 -2.724 3.160 -0.132 0.009 0.113
H 1.525 -1.926 4.565 -0.015 -0.090 -0.111
H 2.376 -4.855 4.362 -0.045 0.131 0.075
H 3.020 -3.650 5.481 -0.141 -0.083 -0.071
H 1.016 -5.366 6.213 -0.214 0.211 0.013
H 1.040 -3.684 6.825 -0.153 -0.076 -0.150
```
Positions in Å, forces in eV/Å.

## Properties
total energy: -92886.8028 eV
LUMO level: -0.0269 Eh
F_max: 8.820 eV/Å
SMILES: Cc1cccc(C[C@@](O)(COC(F)(F)F)OC(=O)c2ccccc2)c1.O=S1(=O)CCCC1.O=S1(=O)CCCC1.O=S1(=O)CCCC1


Formula: C4H10FN
Source: the OMol25 dataset
Level of theory: ωB97M-V/def2-TZVPD

The geometry in XYZ format:
```
16
Properties=species:S:1:pos:R:3:forces:R:3
C 0.757 -1.170 0.593 0.037 -1.399 -1.143
C -0.458 -0.646 -1.620 -2.649 0.265 1.353
C 0.143 1.216 -0.020 3.623 -1.835 -0.223
C -0.313 -0.246 -0.067 1.408 0.595 -0.817
N -1.337 -0.456 0.879 -3.387 0.800 0.086
F -3.224 0.223 -0.040 1.962 -0.459 0.825
H 1.664 -0.627 0.773 0.489 0.305 -0.041
H 0.400 -1.543 1.539 0.041 -0.351 0.388
H 0.946 -2.044 -0.102 -0.162 0.920 1.032
H 0.453 -0.307 -2.077 0.322 0.003 -0.264
H -1.345 -0.010 -1.963 1.230 -0.988 0.077
H -0.653 -1.733 -1.865 0.168 1.232 0.630
H 0.806 1.441 -0.884 -0.271 -0.062 0.652
H -0.704 1.749 -0.142 -2.689 2.371 -0.033
H 0.731 1.405 0.916 -0.856 0.142 -0.699
H -1.499 0.359 1.596 0.734 -1.539 -1.824
```
Positions in Å, forces in eV/Å.

## Properties
total energy: -8512.8787 eV
LUMO level (spin up / spin down): -0.0467 / -0.0757 Eh
F_max: 4.068 eV/Å